1.
{
  "formula": "CH7NOS2",
  "method": "ωB97M-V/def2-TZVPD",
  "charge": 0,
  "homo_lumo_gap_ev": 8.777,
  "relative_energy_kj_mol": 122.2,
  "e_homo_ev": -8.8,
  "spin_multiplicity": 1,
  "smiles": "NCO.SS",
  "fmax_ha_per_bohr": 0.0991,
  "elements": ["N", "C", "O", "H", "H", "H", "H", "H", "S", "S", "H", "H"],
  "positions_angstrom": [[-1.6789, 0.2187, 1.1383], [-1.6044, 0.4740, -0.3228], [-2.2780, -0.3697, -1.2509], [-1.3612, -0.6047, 1.4488], [-2.5845, 0.4548, 1.5293], [-0.5286, 0.1969, -0.6043], [-1.7586, 1.6529, -0.3162], [-2.2585, -1.2638, -0.9501], [3.7201, 0.0865, 0.9468], [3.1091, -0.5864, -1.0214], [4.5295, -0.9144, 0.8970], [2.6938, 0.6551, -1.4944]],
  "mulliken_charge": [-0.479, -0.168, -0.532, 0.197, 0.218, 0.210, 0.276, 0.296, -0.124, -0.213, 0.146, 0.172]
}



2.
{
  "formula": "H54O27",
  "method": "ωB97M-V/def2-TZVPD",
  "charge": 0,
  "homo_lumo_gap_ev": 9.080,
  "relative_energy_kj_mol": 321.5,
  "e_homo_ev": -9.7,
  "spin_multiplicity": 1,
  "fmax_ha_per_bohr": 0.0254,
  "elements": ["O", "H", "H", "O", "H", "H", "O", "H", "H", "O", "H", "H", "O", "H", "H", "O", "H", "H", "O", "H", "H", "O", "H", "H", "O", "H", "H", "O", "H", "H", "O", "H", "H", "O", "H", "H", "O", "H", "H", "O", "H", "H", "O", "H", "H", "O", "H", "H", "O", "H", "H", "O", "H", "H", "O", "H", "H", "O", "H", "H", "O", "H", "H", "O", "H", "H", "O", "H", "H", "O", "H", "H", "O", "H", "H", "O", "H", "H", "O", "H", "H"],
  "positions_angstrom": [[0.4377, -5.3058, 0.9742], [1.3746, -5.1253, 0.8977], [0.3667, -5.8904, 1.7288], [-2.9037, 4.2297, -1.6976], [-2.3189, 3.9642, -0.9878], [-3.3260, 5.0260, -1.3754], [0.8927, -3.4132, -2.4014], [0.2899, -3.3621, -1.6596], [1.7061, -3.0269, -2.0767], [-0.8168, 4.0723, 0.3225], [-1.1860, 3.4151, 0.9125], [-0.8938, 4.8965, 0.8031], [-4.9756, 1.9168, 0.3804], [-5.6785, 1.4970, -0.1156], [-4.3426, 2.1892, -0.2840], [-4.5604, -0.5461, -2.1579], [-5.3671, -0.9600, -1.8512], [-4.8539, 0.2411, -2.6166], [-0.3393, 1.4145, -3.1935], [0.2543, 1.3954, -2.4428], [-0.9726, 0.7189, -3.0164], [-2.9375, -2.2973, 1.6196], [-3.1434, -1.3843, 1.8202], [-1.9813, -2.3258, 1.5853], [2.8396, 0.6408, -3.6419], [2.5098, 0.6522, -4.5404], [2.7935, 1.5536, -3.3578], [4.9900, 1.7226, 1.8509], [4.5212, 2.0932, 2.5987], [4.4260, 1.0138, 1.5415], [4.5321, -0.0205, -0.5732], [5.3667, -0.1964, -0.1387], [4.7358, -0.0570, -1.5078], [0.6842, 2.2023, -0.7902], [0.2854, 3.0510, -0.5981], [0.2859, 1.6019, -0.1600], [-1.2111, 3.9043, -3.8088], [-0.9512, 3.0018, -3.6235], [-1.8529, 4.1134, -3.1302], [-1.0163, 1.7121, 2.1732], [-0.6060, 1.3275, 1.3986], [-1.4106, 0.9690, 2.6299], [-1.4211, 3.1634, 4.5504], [-1.2507, 2.7194, 3.7198], [-2.2767, 2.8354, 4.8269], [-3.5281, -2.3171, -4.4918], [-3.2636, -1.7281, -5.1985], [-3.6239, -1.7478, -3.7282], [1.9426, -2.2794, 3.7505], [2.5273, -3.0253, 3.8847], [1.8775, -1.8676, 4.6121], [-1.1454, -3.8858, -0.7381], [-2.0166, -4.2539, -0.8854], [-0.6590, -4.5866, -0.3039], [-3.4158, 0.2665, 2.2474], [-3.6955, 0.5847, 3.1058], [-3.9711, 0.7359, 1.6249], [4.8656, -1.6519, 2.6605], [5.3831, -0.8772, 2.8803], [4.0512, -1.3020, 2.2992], [2.6298, 0.0294, 2.0520], [2.2054, -0.7503, 2.4102], [2.3629, 0.0471, 1.1330], [2.6339, -2.1412, -0.6828], [3.1878, -1.4480, -0.3236], [3.1299, -2.9462, -0.5335], [3.8050, 0.4962, 4.5165], [3.3028, 0.3385, 3.7170], [3.8817, 1.4490, 4.5676], [0.8887, 1.4378, -5.7865], [1.4154, 2.2283, -5.6681], [0.5871, 1.2162, -4.9056], [0.0180, -0.0177, 0.4300], [0.1191, -0.9004, 0.7861], [-0.2815, -0.1544, -0.4688], [-0.1412, -2.2820, 2.0657], [0.4916, -2.2807, 2.7838], [-0.2329, -3.2048, 1.8283], [-1.7575, -0.5879, -1.5653], [-1.5595, -1.4008, -1.1003], [-2.7133, -0.5362, -1.5619]],
  "mulliken_charge": [-0.638, 0.279, 0.288, -0.727, 0.374, 0.300, -0.624, 0.326, 0.428, -0.689, 0.336, 0.261, -0.647, 0.288, 0.314, -0.575, 0.263, 0.279, -0.755, 0.356, 0.176, -0.685, 0.478, 0.346, -0.591, 0.311, 0.309, -0.668, 0.264, 0.241, -0.547, 0.293, 0.241, -0.536, 0.480, 0.483, -0.675, 0.470, 0.425, -0.601, 0.107, 0.247, -0.630, 0.486, 0.269, -0.628, 0.310, 0.317, -0.610, 0.245, 0.263, -0.580, 0.248, 0.306, -0.697, 0.285, 0.339, -0.674, 0.355, 0.307, -0.261, 0.266, 0.026, -0.614, 0.247, 0.248, -0.661, 0.299, 0.328, -0.653, 0.322, 0.351, 0.460, -0.157, -0.022, -0.568, 0.209, 0.326, -0.397, 0.163, 0.172]
}



3.
{
  "formula": "C7H12",
  "method": "ωB97M-V/def2-TZVPD",
  "charge": 0,
  "homo_lumo_gap_ev": 9.423,
  "relative_energy_kj_mol": 390.3,
  "e_homo_ev": -8.3,
  "spin_multiplicity": 1,
  "fmax_ha_per_bohr": 0.0259,
  "elements": ["C", "C", "C", "C", "C", "C", "C", "H", "H", "H", "H", "H", "H", "H", "H", "H", "H", "H", "H"],
  "positions_angstrom": [[-1.9725, 1.5191, -0.1648], [-0.8609, 0.7547, -0.8879], [0.3518, 0.5063, 0.0007], [0.2074, -0.4329, 1.2347], [1.4253, -1.2024, 0.7376], [1.1774, -1.7851, -0.8823], [1.5114, -0.3878, -0.5243], [-2.8385, 1.6829, -0.8171], [-1.6203, 2.5008, 0.1768], [-2.3215, 0.9679, 0.7181], [-1.2510, -0.2068, -1.2494], [-0.5420, 1.3134, -1.7793], [0.7630, 1.4714, 0.3290], [-0.7177, -1.0181, 1.2910], [0.3633, 0.0651, 2.1980], [2.3287, -1.3942, 1.3275], [1.4595, -2.4336, 0.1305], [0.0981, -1.9645, -0.9469], [2.4384, 0.0437, -0.8919]],
  "mulliken_charge": [-1.162, -0.414, 0.039, -0.943, -0.099, -0.695, -0.510, 0.363, 0.313, 0.293, 0.205, 0.324, 0.484, 0.315, 0.302, 0.420, 0.201, 0.184, 0.380]
}



4.
{
  "formula": "C8H11N4",
  "method": "ωB97M-V/def2-TZVPD",
  "charge": 1,
  "homo_lumo_gap_ev": 10.516,
  "relative_energy_kj_mol": 134.3,
  "e_homo_ev": -13.7,
  "spin_multiplicity": 1,
  "smiles": "Cc1[nH]cc(C2(C)N=CC=N2)[nH+]1",
  "fmax_ha_per_bohr": 0.0909,
  "elements": ["C", "C", "N", "C", "C", "C", "C", "N", "C", "C", "N", "N", "H", "H", "H", "H", "H", "H", "H", "H", "H", "H", "H"],
  "positions_angstrom": [[3.5525, 0.9006, -0.1209], [2.3159, 0.1874, 0.1561], [2.1065, -1.0085, 0.7865], [0.7950, -1.3190, 0.8655], [0.1748, -0.3624, 0.1373], [-1.4725, -0.1710, -0.2379], [-1.6196, -0.3933, -1.7579], [-1.9019, 1.1336, 0.0665], [-2.8879, 1.0678, 0.8345], [-3.0981, -0.4569, 1.1252], [-2.2562, -1.1550, 0.4118], [1.1494, 0.5576, -0.3071], [4.4037, 0.3157, 0.0132], [3.4488, 1.4814, -0.9500], [3.7674, 1.8015, 0.4997], [2.6631, -1.5912, 1.3981], [0.2055, -2.1293, 1.2166], [-2.6306, -0.0651, -1.8850], [-1.5277, -1.4809, -2.0586], [-1.0141, 0.2113, -2.4388], [-3.2982, 1.8332, 1.4625], [-3.9523, -0.7891, 1.7424], [1.0765, 1.4316, -0.9599]],
  "mulliken_charge": [-1.406, 0.510, -0.082, -0.310, -0.415, 1.776, -1.389, -0.581, -0.180, -0.179, -0.684, -0.078, 0.368, 0.379, 0.343, 0.251, 0.493, 0.398, 0.313, 0.329, 0.389, 0.367, 0.387]
}